Entry from the OMol25 dataset: a cluster of 7 separate species, C32H64BO13P in total in a non-equilibrium geometry (wB97M-V/def2-TZVPD).

The calculation puts the HOMO-LUMO gap at 7.728 eV. The calculation puts the relative energy (zero: lowest compared OMol25 entry of this formula, charge and spin) at 6.003 eV. The lowest unoccupied orbital energy is -0.04 eV. As for the net charge: 0. The max |F| is 9.90 eV/Å. As for the structure (SMILES): C#CCB(CCCO)P(C)C.CCOC(C)=O.CCOC(C)=O.CCOC(C)=O.CCOC(C)=O.CCOC(C)=O.CCOC(C)=O.

Positions of all 111 atoms, in Å:
1 C -2.7292 2.4570 6.6894
2 C -1.8126 2.1081 5.6522
3 C -0.7945 2.0609 4.3520
4 B 0.0279 0.6310 4.3259
5 C 0.5349 -0.2153 5.6476
6 C -0.4805 -1.4068 6.1348
7 C 0.2024 -2.0752 7.5073
8 O 0.7101 -3.4515 7.2651
9 P 0.4487 -0.0571 2.5473
10 C 0.3878 1.3707 1.2463
11 C -0.8126 -1.4439 2.0880
12 H -3.4248 3.0054 7.4901
13 H -1.4430 2.1361 3.3771
14 H -0.0076 2.9346 4.4079
15 H 0.7575 0.4713 6.5957
16 H 1.5612 -0.7447 5.3473
17 H -0.6373 -2.2733 5.3584
18 H -1.5461 -1.0335 6.4811
19 H -0.5958 -2.1775 8.3819
20 H 1.1379 -1.4528 7.8863
21 H 1.1444 -3.5001 6.3587
22 H -0.0050 2.3917 1.6948
23 H 1.4670 1.6225 0.8038
24 H -0.2728 1.0926 0.2957
25 H -0.2920 -2.4610 2.3959
26 H -1.0994 -1.3786 0.9541
27 H -1.7646 -1.2443 2.7615
28 C -0.7593 1.8807 -4.4495
29 C -0.5067 0.4020 -4.2337
30 O -0.5367 0.0753 -2.8320
31 C -1.6579 -0.2206 -2.1387
32 C -2.9907 0.0921 -2.7529
33 O -1.5846 -0.6635 -0.9936
34 H -1.7519 2.1750 -4.0987
35 H -0.6778 2.1349 -5.5103
36 H -0.0350 2.4785 -3.8867
37 H -1.1958 -0.2310 -4.8010
38 H 0.5000 0.1549 -4.5873
39 H -3.3067 1.0912 -2.4416
40 H -3.7196 -0.6430 -2.3902
41 H -3.0039 0.0201 -3.8377
42 C 4.0074 -1.4598 3.7257
43 C 3.9199 -2.0148 2.3181
44 O 4.6098 -1.1617 1.3861
45 C 5.9317 -1.2337 1.1164
46 C 6.8145 -2.0257 2.0355
47 O 6.4131 -0.5962 0.1811
48 H 5.0416 -1.4140 4.0768
49 H 3.4332 -2.0793 4.4207
50 H 3.6168 -0.4375 3.7587
51 H 4.2781 -3.0464 2.2483
52 H 2.8708 -2.0313 2.0039
53 H 7.2160 -1.3655 2.8088
54 H 7.6454 -2.4359 1.4485
55 H 6.3203 -2.8780 2.4953
56 C 3.7076 0.5095 -9.0431
57 C 4.0664 1.8930 -8.5391
58 O 2.9019 2.5750 -8.0382
59 C 2.4293 2.4582 -6.7778
60 C 2.9373 1.3394 -5.9166
61 O 1.5411 3.2064 -6.3728
62 H 3.3173 -0.1225 -8.2410
63 H 4.5835 0.0177 -9.4759
64 H 2.9247 0.5715 -9.8059
65 H 4.8654 1.8757 -7.7916
66 H 4.4404 2.4933 -9.3754
67 H 2.2804 0.4726 -6.0254
68 H 2.9203 1.6724 -4.8715
69 H 3.9655 1.0542 -6.1256
70 C 0.5685 6.5692 -0.3431
71 C -0.9238 6.3190 -0.4297
72 O -1.2816 5.7896 -1.7196
73 C -1.2466 4.4789 -2.0457
74 C -0.5156 3.5292 -1.1430
75 O -1.7363 4.0860 -3.1034
76 H 1.1389 5.6429 -0.4509
77 H 0.8278 7.0255 0.6166
78 H 0.8920 7.2353 -1.1495
79 H -1.2914 5.6765 0.3762
80 H -1.4535 7.2724 -0.3290
81 H 0.5189 3.4317 -1.4826
82 H -1.0055 2.5495 -1.2023
83 H -0.5364 3.8139 -0.0940
84 C 0.7022 -3.2439 -2.4840
85 C -0.7901 -3.4942 -2.5705
86 O -1.1479 -4.0235 -3.8605
87 C -1.1129 -5.3343 -4.1866
88 C -0.3819 -6.2840 -3.2839
89 O -1.6026 -5.7271 -5.2443
90 H 1.2726 -4.1703 -2.5918
91 H 0.9615 -2.7876 -1.5243
92 H 1.0257 -2.5779 -3.2904
93 H -1.1577 -4.1367 -1.7647
94 H -1.3198 -2.5408 -2.4699
95 H 0.6526 -6.3814 -3.6234
96 H -0.8718 -7.2637 -3.3432
97 H -0.4027 -5.9993 -2.2348
98 C -5.1916 -2.2013 4.7221
99 C -5.6160 -0.7733 5.0011
100 O -4.8522 0.1537 4.2076
101 C -5.1654 0.5201 2.9454
102 C -6.1803 -0.2863 2.1899
103 O -4.5707 1.4482 2.3996
104 H -5.3770 -2.4803 3.6816
105 H -5.7330 -2.8977 5.3689
106 H -4.1172 -2.3215 4.8950
107 H -6.6904 -0.6180 4.8639
108 H -5.4016 -0.5337 6.0481
109 H -5.6700 -1.0665 1.6192
110 H -6.7041 0.3811 1.4944
111 H -6.9484 -0.7293 2.8191

Mulliken atomic charge list, values in e, 99 entries: -0.8762, -0.1408, 0.1000, -0.3579, -0.1051, -0.2029, -0.3046, -0.5398, 0.7168, -0.4353, -0.3773, 0.3235, 0.2055, 0.3420, 0.2905, -0.2840, 0.2276, 0.1451, 0.2582, 0.2332, 0.3046, 0.1008, 0.2829, -0.2882, 0.2190, 0.1907, 0.0246, -0.9726, 0.0320, -0.2003, 0.8783, -1.5890, -0.5600, 0.4010, 0.3801, 0.0580, 0.3937, -0.1394, 0.3281, 0.3838, 0.4267, -0.6059, -0.2440, -0.3486, 0.6903, -0.8922, -0.6005, 0.3640, 0.1244, 0.1914, 0.3905, 0.0891, 0.2390, 0.3055, 0.3204, -0.9155, -0.4030, -0.3593, 0.6996, -0.8431, -0.5498, 0.2494, 0.3459, 0.2928, 0.3676, 0.2922, 0.1509, 0.3194, 0.3648, -0.9430, -0.3142, -0.3724, 0.4236, 0.1636, -0.5444, 0.2580, 0.3478, 0.3037, 0.3157, 0.3023, 0.2832, -0.3752, 0.2275, -0.8060, 0.4371, -0.3314, 0.6686, -0.8478, -0.6057, 0.3822, 0.2341, 0.1994, 0.3397, -0.4872, 0.2352, 0.3060, 0.3123, -0.8544, -0.4212

***

Entry from the OMol25 dataset: a cluster of 2 separate species, C4H9N in total in a non-equilibrium geometry (wB97M-V/def2-TZVPD).

The calculation puts the HOMO-LUMO gap at 10.119 eV. The calculation puts the relative energy (zero: lowest compared OMol25 entry of this formula, charge and spin) at 2.938 eV. The lowest unoccupied orbital energy is 1.02 eV. As for the net charge: 0. The max |F| is 1.87 eV/Å. As for the structure (SMILES): C=NC.C=C.

Positions of all 14 atoms, in Å:
1 C 1.8350 0.6363 -0.7299
2 N 2.0794 -0.5651 -1.0204
3 C 1.0405 -1.5387 -0.8569
4 H 0.7685 0.8693 -0.6166
5 H 2.5442 1.3922 -0.4103
6 H 0.0487 -1.0983 -0.6759
7 H 1.0369 -2.2787 -1.6509
8 H 1.2573 -2.0859 0.0654
9 C -1.2299 1.1246 1.1272
10 C -2.3245 0.4652 0.7388
11 H -1.0958 2.1991 1.1295
12 H -0.3655 0.6050 1.5376
13 H -3.3042 0.7948 1.0790
14 H -2.2908 -0.5196 0.2833

And the natural (NBO) charges, in e, turn out to be: -0.0628, -0.3899, -0.4394, 0.1316, 0.1786, 0.1660, 0.2067, 0.2097, -0.3916, -0.3912, 0.1955, 0.1936, 0.2026, 0.1906

***

Entry from the OMol25 dataset: a cluster of 12 separate species, C18H60O12 in total in a non-equilibrium geometry (wB97M-V/def2-TZVPD).

The calculation puts the HOMO-LUMO gap at 9.789 eV. The calculation puts the relative energy (zero: lowest compared OMol25 entry of this formula, charge and spin) at 5.042 eV. The lowest unoccupied orbital energy is 0.19 eV. As for the net charge: 0. The max |F| is 2.06 eV/Å. As for the structure (SMILES): CC(C)O.CC(C)O.CC(C)O.CO.CO.CO.CO.CO.CO.CO.CO.CO.

Positions of all 90 atoms, in Å:
1 C 1.7975 5.1755 -1.3953
2 C 3.0984 4.4282 -1.6754
3 C 3.2538 3.2503 -0.6928
4 O 3.1534 3.8941 -2.9992
5 H 1.7324 6.0959 -1.9749
6 H 1.7444 5.3769 -0.3268
7 H 0.9551 4.5257 -1.6589
8 H 3.9097 5.1611 -1.6248
9 H 3.2306 3.6032 0.3411
10 H 4.1921 2.7296 -0.8677
11 H 2.3941 2.5935 -0.8255
12 H 2.2833 3.9461 -3.4061
13 C -2.1197 -4.0438 -3.9900
14 C -0.8781 -3.2428 -3.5792
15 C -0.4984 -3.6069 -2.1477
16 O 0.1989 -3.6902 -4.4049
17 H -2.0417 -5.1230 -3.8574
18 H -2.3305 -3.9116 -5.0569
19 H -3.0439 -3.7217 -3.4979
20 H -1.1058 -2.1785 -3.6739
21 H -0.1974 -4.6422 -1.9997
22 H -1.4262 -3.4978 -1.5696
23 H 0.2514 -2.9542 -1.7043
24 H 0.3356 -3.1057 -5.1561
25 C -0.0455 0.0300 1.1871
26 C 0.3528 0.6035 -0.1752
27 C -0.6713 0.1464 -1.2049
28 O 0.2591 2.0512 -0.0873
29 H -1.0529 0.3669 1.4208
30 H 0.6816 0.2415 1.9686
31 H -0.0907 -1.0523 1.0412
32 H 1.3817 0.3510 -0.4263
33 H -1.5672 0.7633 -1.2621
34 H -0.9589 -0.8825 -0.9893
35 H -0.2229 0.1876 -2.2019
36 H -0.5189 2.3664 -0.5662
37 C 0.8659 1.1597 5.5765
38 O -0.1304 0.3663 6.2072
39 H 0.9447 0.8591 4.5304
40 H 0.5494 2.1865 5.7102
41 H 1.8516 1.0000 6.0235
42 H -0.0087 -0.5762 6.0908
43 C -2.8412 -1.3212 3.1370
44 O -3.1653 -2.4228 2.3347
45 H -2.7261 -0.3619 2.6182
46 H -3.6003 -1.1755 3.9075
47 H -1.8651 -1.5102 3.6030
48 H -2.4194 -3.0298 2.1698
49 C 2.1572 -2.8323 1.8378
50 O 1.3593 -3.1033 0.6755
51 H 1.6934 -3.2270 2.7375
52 H 3.1771 -3.1594 1.6559
53 H 2.1568 -1.7506 2.0034
54 H 1.9159 -3.0010 -0.1012
55 C -1.1643 -5.2936 1.1157
56 O -1.0058 -4.0328 1.7442
57 H -0.8433 -6.1142 1.7518
58 H -2.2244 -5.4166 0.8619
59 H -0.7524 -5.3638 0.1068
60 H -0.3043 -3.5434 1.2785
61 C 3.3648 1.1253 2.7928
62 O 4.6710 1.5325 2.4012
63 H 2.6248 1.8157 2.3760
64 H 3.1959 0.1444 2.3576
65 H 3.2266 1.1074 3.8745
66 H 4.8412 2.4030 2.7704
67 C -1.1919 3.0683 3.1588
68 O 0.1060 2.9275 2.6098
69 H -1.9293 2.3134 2.8434
70 H -1.1554 3.0035 4.2418
71 H -1.6298 3.9971 2.7716
72 H 0.0007 2.7279 1.6589
73 C 2.7604 0.4949 -3.6660
74 O 1.9459 -0.6038 -3.2828
75 H 3.6366 0.5463 -3.0287
76 H 2.9717 0.4632 -4.7375
77 H 2.2519 1.4543 -3.5065
78 H 1.1319 -0.5849 -3.7902
79 C -3.7820 -1.5929 -1.4332
80 O -4.9573 -0.8175 -1.6260
81 H -3.4710 -1.4263 -0.3997
82 H -3.9334 -2.6498 -1.6897
83 H -2.9211 -1.3789 -2.0722
84 H -5.5919 -1.1282 -0.9768
85 C -2.9928 3.2606 -2.1823
86 O -2.0422 3.4853 -1.1332
87 H -2.5717 2.6048 -2.9474
88 H -3.9117 2.8233 -1.7961
89 H -3.3044 4.2174 -2.6123
90 H -1.3989 4.0949 -1.5132

And the Mulliken charges, in e, turn out to be: -0.9523, 0.3236, -0.5688, -0.5644, 0.4134, 0.3955, -0.1373, 0.2869, 0.3472, 0.3954, -0.3016, 0.3197, -1.4376, 0.6882, -0.7174, -0.5660, 0.3250, 0.3769, 0.2532, 0.2213, 0.5991, 0.1412, -0.2527, 0.3592, -0.1415, 0.8264, -0.8216, -0.0677, 0.1305, -0.4802, -0.0363, 0.2921, 0.4293, -0.2831, 0.1721, 0.1741, 0.1064, -0.5329, -0.3619, 0.1831, 0.3290, 0.2769, -0.4789, -0.5790, 0.1421, 0.3486, 0.1731, 0.5126, -0.1948, -0.4970, 0.2739, 0.4046, -0.2870, 0.2773, -0.6834, -0.5738, 0.2832, 0.3072, 0.1812, 0.3282, 0.1504, -0.5659, 0.0893, -0.1530, 0.1751, 0.3208, -0.5989, -0.3705, 0.1575, 0.2227, 0.3365, 0.2489, -0.5788, -0.3955, 0.2578, 0.3581, 0.1478, 0.2303, -0.0199, -0.5644, 0.1486, 0.2222, -0.1026, 0.3159, -0.6939, -0.5126, 0.2404, 0.2577, 0.3418, 0.2536

***

The calculation returns the following E values, one per record and in order: -2601.7180, -212.4432, -1624.4832 a.u..